(1)
This record from the OMol25 dataset describes a gas-phase ion, C5H12N2O (charge +1) in a non-equilibrium geometry. The level of theory is ωB97M-V/def2-TZVPD.

Molecular weight (g/mol): 116.16
Spin multiplicity: 2
E_HOMO (spin up / spin down) (eV): -12.947 / -12.914
Charge: +1
Strongest force on any atom (eV/A): 3.18
Gap between HOMO and LUMO (spin up / spin down) (eV): 8.93 / 3.74
Electronic energy (Eh): -382.0928

Last columns: bonded neighbours and bond lengths (Å).
Cartesian coordinates (Å):
1 C -0.18927 -0.72005 -0.35095  N2 1.427, C5 1.553, H9 1.106, H10 1.082
2 N 0.93361 -1.57197 -0.57149  C1 1.427, C3 1.420, H11 1.024
3 C 0.97890 -2.42826 -1.70391  N2 1.420, O4 1.200, H12 1.105
4 O -0.00156 -2.46397 -2.39564  C3 1.200
5 C 0.41367 0.69845 -0.15885  C1 1.553, C6 1.552, H13 1.114, H14 1.089
6 C 0.36968 1.15731 1.32356  C5 1.552, C7 1.539, H15 1.098, H16 1.095
7 C -0.98208 1.61919 1.89554  C6 1.539, N8 1.503, H17 1.065, H18 1.084
8 N -1.42319 3.00668 1.52097  C7 1.503, H19 1.017, H20 1.014
9 H -0.84460 -0.88114 0.52512  C1 1.106
10 H -0.79750 -0.65731 -1.24413  C1 1.082
11 H 1.70682 -1.62434 0.09834  N2 1.024
12 H 1.92928 -2.97228 -1.85085  C3 1.105
13 H -0.19609 1.44316 -0.72002  C5 1.114
14 H 1.39784 0.98098 -0.52919  C5 1.089
15 H 1.11752 1.94727 1.47311  C6 1.098
16 H 0.70243 0.30564 1.92565  C6 1.095
17 H -1.71521 1.03928 1.38505  C7 1.065
18 H -1.04538 1.38256 2.95167  C7 1.084
19 H -1.31077 2.99955 0.50979  N8 1.017
20 H -0.71309 3.62547 1.89765  N8 1.014


(2)
This record from the OMol25 dataset describes a gas-phase ion, C5H12N2O (charge +1) in a non-equilibrium geometry. The level of theory is ωB97M-V/def2-TZVPD.

Molecular weight (g/mol): 116.16
Spin multiplicity: 2
E_HOMO (spin up / spin down) (eV): -15.507 / -15.188
Charge: +1
Strongest force on any atom (eV/A): 3.29
Gap between HOMO and LUMO (spin up / spin down) (eV): 12.45 / 6.28
Electronic energy (Eh): -382.1301

Last columns: bonded neighbours and bond lengths (Å).
Cartesian coordinates (Å):
1 C -0.22710 0.65122 0.08817  N2 1.530, C6 1.517, H9 1.141, H10 1.099
2 N -0.64485 -0.43111 1.08560  C1 1.530, C3 1.412, H11 1.025
3 C -1.03995 -0.13607 2.40825  N2 1.412, N4 1.375, O5 1.235
4 N -0.92334 1.08773 3.02492  C3 1.375, H12 0.975, H13 1.004
5 O -1.55831 -1.02391 3.09237  C3 1.235
6 C 1.12617 0.42894 -0.56127  C1 1.517, C7 1.586, H14 1.083, H15 1.095
7 C 1.09369 -0.85519 -1.49088  C6 1.586, C8 1.471, H16 1.117, H17 1.027
8 C 0.15407 -0.65723 -2.60555  C7 1.471, H18 1.102, H19 1.103, H20 1.069
9 H -1.11256 0.70386 -0.62926  C1 1.141
10 H -0.27523 1.62130 0.60162  C1 1.099
11 H -0.36429 -1.39867 0.89529  N2 1.025
12 H -0.43155 1.81093 2.59372  N4 0.975
13 H -1.50565 1.30089 3.81444  N4 1.004
14 H 1.43247 1.29840 -1.12904  C6 1.083
15 H 1.79968 0.32903 0.29601  C6 1.095
16 H 2.11908 -1.18467 -1.78804  C7 1.117
17 H 0.70032 -1.62921 -0.94315  C7 1.027
18 H 0.21051 -1.46580 -3.35246  C8 1.102
19 H -0.86717 -0.65750 -2.18757  C8 1.103
20 H 0.31400 0.20705 -3.21316  C8 1.069


(3)
This record from the OMol25 dataset describes a gas-phase ion, C5H12N2O (charge +2) in a non-equilibrium geometry. The level of theory is ωB97M-V/def2-TZVPD.

Molecular weight (g/mol): 116.16
Spin multiplicity: 1
E_HOMO (eV): -18.525
SMILES string: C=C([NH3+])C[C@H]([NH3+])C=O
Charge: +2
Strongest force on any atom (eV/A): 1.53
Gap between HOMO and LUMO (eV): 11.05
Electronic energy (Eh): -381.7938

Last columns: bonded neighbours and bond lengths (Å).
Cartesian coordinates (Å):
1 C -0.44954 -2.38495 -0.21592  C2 1.318, H9 1.083, H10 1.085
2 C 0.49732 -1.52876 -0.54399  C1 1.318, N3 1.479, C4 1.533
3 N 1.89331 -2.01724 -0.54892  C2 1.479, H11 1.030, H12 1.027, H13 1.023
4 C 0.17578 -0.07621 -0.91214  C2 1.533, C5 1.547, H14 1.088, H15 1.084
5 C 0.15663 0.95387 0.24234  C4 1.547, N6 1.484, C7 1.574, H16 1.091
6 N -0.53601 0.56062 1.49459  C5 1.484, H17 1.023, H18 1.021, H19 1.045
7 C -0.63094 2.21940 -0.26275  C5 1.574, O8 1.191, H20 1.079
8 O -1.42868 2.71847 0.46722  C7 1.191
9 H -1.50609 -2.15734 -0.27866  C1 1.083
10 H -0.22471 -3.39794 0.10281  C1 1.085
11 H 2.34295 -1.84606 -1.45982  N3 1.030
12 H 1.90225 -3.04196 -0.48569  N3 1.027
13 H 2.50266 -1.57180 0.14229  N3 1.023
14 H -0.82684 -0.17433 -1.32306  C4 1.088
15 H 0.90216 0.30817 -1.61948  C4 1.084
16 H 1.14815 1.32653 0.50162  C5 1.091
17 H 0.07934 0.56921 2.31160  N6 1.023
18 H -1.02658 -0.33509 1.48433  N6 1.021
19 H -1.26139 1.28308 1.70338  N6 1.045
20 H -0.32183 2.57945 -1.23205  C7 1.079


(4)
This record from the OMol25 dataset describes 3 unconnected molecules or ions with the total composition C5H12N2O2 in a non-equilibrium geometry. The level of theory is ωB97M-V/def2-TZVPD.

Molecular weight (g/mol): 132.16
Spin multiplicity: 1
E_HOMO (eV): -8.637
Strongest force on any atom (eV/A): 3.48
Gap between HOMO and LUMO (eV): 9.29
Electronic energy (Eh): -457.6035

Last columns: bonded neighbours and bond lengths (Å).
Cartesian coordinates (Å):
1 C -1.66136 2.38046 4.32914  O8 1.133, O9 1.157
2 C -1.21230 -1.27739 -2.60270  N7 1.449, H10 1.182, H11 1.086, H12 1.062
3 C -0.36408 -0.73016 -0.41208  N7 1.468, H13 1.149, H14 1.142, H15 1.096
4 C -0.16407 0.79618 -2.13159  N7 1.474, H16 1.120, H17 1.101, H18 1.098
5 C 1.95544 0.48033 2.02688  N6 1.344, H19 1.122
6 N 2.50555 -0.66640 1.59329  C5 1.344, H20 1.014, H21 1.027
7 N -1.06878 -0.23959 -1.60232  C2 1.449, C3 1.468, C4 1.474
8 O -2.25518 3.33487 4.47119  C1 1.133
9 O -1.04889 1.40844 4.19635  C1 1.157
10 H -1.31052 -0.70931 -3.63450  C2 1.182
11 H -0.24582 -1.76473 -2.69701  C2 1.086
12 H -2.02884 -1.93413 -2.42737  C2 1.062
13 H 0.69685 -1.09011 -0.66752  C3 1.149
14 H -0.29826 0.18306 0.27106  C3 1.142
15 H -0.94483 -1.49707 0.11288  C3 1.096
16 H -0.07688 1.57042 -1.32728  C4 1.120
17 H 0.85274 0.46855 -2.39980  C4 1.101
18 H -0.70063 1.22240 -2.99006  C4 1.098
19 H 1.66999 0.25523 3.08812  C5 1.122
20 H 2.60818 -1.56476 2.05284  N6 1.014
21 H 3.09167 -0.62628 0.75048  N6 1.027


Energy relative to the best compared isomer or geometry (same formula, charge and spin) readings, ordered: 46.8, 23.3, 8.6, 91.3 kcal per mole